Formula: C3H5HoO4
Source: the Open Molecules 2025 dataset
Level of theory: wB97M-V/def2-TZVPD

Output
<S²> ... 8.754
Relative energy (zero: lowest compared OMol25 entry of this formula, charge and spin) ... 110.4 kJ/mol
Gap between HOMO and LUMO (alpha / beta) ... 0.2548 / 0.3595 Ha
Charge ... +1
Multiplicity ... 6

```
13
Properties=species:S:1:pos:R:3:mulliken_charge:R:1
O -0.0527 -1.0181 0.6730 -0.318
C 0.6728 0.0852 0.7385 1.221
C -1.3604 -0.7165 0.1628 -0.235
O 1.7870 0.1157 1.2632 -0.772
O -0.0564 1.1737 0.5508 -0.334
C -1.3988 0.8167 0.1879 -0.238
Ho 3.8221 0.1365 -0.1889 1.198
H -2.1019 -1.1817 0.8194 0.276
H -1.4378 -1.1300 -0.8489 0.266
H -2.0793 1.2186 0.9460 0.273
H -1.6114 1.2571 -0.7913 0.268
O 2.2185 -0.6390 -1.5015 -0.888
H 1.5980 -0.1182 -2.0109 0.282
```



Formula: C5H13NO
Source: the Open Molecules 2025 dataset
Level of theory: wB97M-V/def2-TZVPD

Output
Relative energy (zero: lowest compared OMol25 entry of this formula, charge and spin) ... 56.4 kJ/mol
Gap between HOMO and LUMO ... 0.3868 Ha
Charge ... 0
SMILES ... CC(N)=O.CCC

```
20
Properties=species:S:1:pos:R:3:mulliken_charge:R:1
C -0.0957 -2.0385 -1.6030 -0.935
C -1.4464 -1.3489 -1.5068 0.594
N -1.7670 -0.2932 -2.3550 -0.405
O -2.2395 -1.7387 -0.6801 -0.592
H 0.6305 -1.2419 -1.7643 0.323
H -0.1474 -2.8838 -2.3227 0.298
H 0.2605 -2.4956 -0.6589 0.276
H -2.7124 -0.0163 -2.5553 0.235
H -1.1795 -0.1437 -3.1574 0.214
C 0.6785 0.0668 2.2888 -1.045
C 1.3484 1.2750 1.6387 -0.207
C 0.4774 2.0150 0.6511 -0.966
H -0.1199 0.4759 2.8335 0.335
H 1.2799 -0.6318 2.8410 0.348
H 0.2189 -0.5189 1.4859 0.144
H 1.7759 1.8359 2.5032 0.276
H 2.2553 0.9171 1.1700 0.279
H 1.0121 2.9225 0.4055 0.317
H 0.2387 1.4663 -0.2663 0.202
H -0.4682 2.3769 1.0519 0.310
```



Formula: C5H14S
Source: the Open Molecules 2025 dataset
Level of theory: wB97M-V/def2-TZVPD

Output
Relative energy (zero: lowest compared OMol25 entry of this formula, charge and spin) ... 36.9 kJ/mol
Gap between HOMO and LUMO ... 0.3480 Ha
Charge ... 0
SMILES ... CCC.CSC

```
20
Properties=species:S:1:pos:R:3:mulliken_charge:R:1
C -2.3595 1.5083 -2.4914 -1.097
C -1.7893 1.5640 -1.0827 -0.063
C -2.0311 0.2966 -0.2924 -1.189
H -2.4412 2.5064 -2.9228 0.313
H -1.7774 0.8917 -3.1841 0.302
H -3.3491 1.0654 -2.4598 0.301
H -0.7132 1.7688 -1.0678 0.197
H -2.2352 2.3956 -0.5303 0.255
H -1.4691 -0.5664 -0.6726 0.283
H -1.7564 0.3390 0.7600 0.328
H -3.0520 -0.1090 -0.2301 0.369
C 2.5286 -0.7449 0.2579 -0.512
S 1.8072 -2.1228 1.2236 -0.078
C 2.5402 -1.8490 2.8301 -0.851
H 3.0112 -1.1427 -0.6334 0.274
H 1.7072 -0.0864 -0.0203 0.038
H 3.2792 -0.2443 0.8670 0.251
H 3.6003 -1.5801 2.8148 0.292
H 2.4811 -2.7766 3.3973 0.297
H 2.0185 -1.1135 3.4370 0.289
```



Formula: C35H37BrP2W
Source: the Open Molecules 2025 dataset
Level of theory: wB97M-V/def2-TZVPD

Output
<S²> ... 2.070
Relative energy (zero: lowest compared OMol25 entry of this formula, charge and spin) ... 248.2 kJ/mol
Gap between HOMO and LUMO (alpha / beta) ... 0.2363 / 0.1772 Ha
Charge ... +2
Multiplicity ... 3

```
76
Properties=species:S:1:pos:R:3:mulliken_charge:R:1
W 0.1034 0.8457 0.1749 0.624
C -0.7712 1.8749 4.1905 -1.004
C -0.3572 0.7680 3.5615 0.279
C -1.1219 -0.4520 3.3125 -0.875
C -1.8978 -0.5655 1.9555 0.020
C -2.4134 0.7323 1.4782 0.510
C -3.0467 1.6960 2.1937 -0.526
C -3.3883 1.5674 3.6158 -1.119
C -2.2203 2.1657 4.4950 -0.629
C 1.0773 2.2958 -0.9359 -1.257
H -0.0259 2.6333 4.4788 0.469
H 0.7121 0.7324 3.2244 0.198
H -1.9137 -0.6431 4.0872 0.596
H -0.4019 -1.3130 3.3736 0.328
H -1.3169 -1.1598 1.2304 -0.417
H -2.8477 -1.1791 2.0514 0.598
H -2.6629 0.7143 0.4189 0.542
H -3.4795 2.5986 1.7008 0.485
H -3.6198 0.5312 3.8772 0.414
H -4.2905 2.1996 3.7712 0.381
H -2.4106 3.2663 4.5056 0.425
H -2.2893 1.7933 5.5325 0.359
H 2.0598 2.5547 -0.5783 0.500
H 0.7374 3.0911 -1.5839 0.348
H 1.0037 1.2903 -1.5854 0.549
P 1.7139 -0.6143 0.3186 1.432
P -0.9778 -0.1221 -1.3643 1.190
C 0.6254 -2.0276 -0.1244 -0.608
C -0.5487 -1.8022 -0.7884 -1.149
C 3.1176 -0.6592 -0.9852 -0.020
C 3.5033 -1.9304 -1.4541 -0.140
C 4.4370 -2.0530 -2.4759 -0.777
C 5.0456 -0.9285 -3.0491 -0.595
C 4.6972 0.3218 -2.5424 -0.937
C 3.7552 0.4621 -1.5135 0.289
C 2.5786 -1.1520 1.8483 0.437
C 1.9144 -1.9256 2.7961 -0.657
C 2.4440 -2.0100 4.0990 -0.599
C 3.7079 -1.4500 4.3581 -0.513
C 4.3753 -0.7128 3.3879 -0.832
C 3.7759 -0.5241 2.1503 -0.694
C -0.4546 -0.2230 -3.1756 0.767
C 0.9076 -0.3199 -3.4664 0.283
C 1.3556 -0.1213 -4.7720 -0.521
C 0.4467 0.0886 -5.8318 -0.859
C -0.9121 0.0486 -5.5402 -0.643
C -1.3686 -0.1424 -4.2181 -0.924
C -2.8009 0.0324 -1.6601 -0.130
C -3.2325 1.3582 -1.8114 -0.017
C -4.5793 1.6153 -1.6900 -0.763
C -5.4967 0.5880 -1.5437 -0.544
C -5.0605 -0.7318 -1.5672 -0.848
C -3.6885 -1.0371 -1.6116 -0.770
H 0.8963 -3.0499 0.1463 0.610
H -1.2960 -2.6012 -0.8623 0.374
H 3.0740 -2.8245 -0.9907 0.319
H 4.7269 -3.0234 -2.8511 0.463
H 5.7876 -1.0414 -3.8559 0.428
H 5.1868 1.2017 -2.9547 0.443
H 3.5631 1.4584 -1.1411 0.389
H 0.9914 -2.4235 2.4891 0.623
H 1.9135 -2.5215 4.9160 0.428
H 4.1675 -1.6486 5.3211 0.419
H 5.3801 -0.3364 3.5603 0.443
H 4.1519 0.1379 1.3874 0.473
H 1.5718 -0.5420 -2.6143 0.216
H 2.4175 -0.1201 -5.0056 0.443
H 0.7740 0.2467 -6.8661 0.413
H -1.6635 0.1725 -6.3164 0.427
H -2.4398 -0.2096 -3.9648 0.437
H -2.5072 2.1446 -1.9700 0.485
H -4.9192 2.6212 -1.6510 0.521
H -6.5552 0.8066 -1.4248 0.441
H -5.8043 -1.5299 -1.4960 0.415
H -3.3381 -2.0767 -1.6009 0.427
Br -0.5781 3.0930 1.4266 -0.292
```



What is the formula in the first record?
C3H5HoO4